[1]
Molecular formula: C22H23BN9ORbS3
Method: DFT, ωB97M-V/def2-TZVPD

Values from the calculation:
Energy relative to the best compared isomer or geometry (same formula, charge and spin) (kJ/mol): 99.7
E_tot (eV): -72488.1985

ORCA input file:
```
! RIJCOSX wB97M-V def2-TZVPD def2/J DEFGRID3
* xyz -2 1
Rb -0.22270 -0.37757 -0.45710
C -1.06996 -4.06267 -1.35026
C 0.02295 -3.58824 -2.09022
N -0.30176 -2.51902 -2.80245
N -1.60378 -2.27245 -2.53961
C -2.08737 -3.19686 -1.67945
B -2.35790 -1.05448 -3.18284
N -2.91967 -0.11958 -2.06039
C -3.70251 -0.45038 -1.00640
C -3.93126 0.68258 -0.25958
C -3.24565 1.68590 -0.96012
N -2.64328 1.20351 -2.03822
N -1.36777 -0.26193 -4.03795
C -1.41931 -0.05354 -5.36463
C -0.31851 0.69340 -5.72713
C 0.36456 0.88201 -4.51160
N -0.27267 0.30992 -3.50521
H -1.10818 -4.88045 -0.65114
H 1.03826 -3.95232 -2.11296
H -3.10916 -3.17948 -1.34474
H -3.26420 -1.46122 -3.87712
H -4.02754 -1.45984 -0.83103
H -4.46449 0.75217 0.67289
H -3.13067 2.72955 -0.71081
H -2.23629 -0.44960 -5.94486
H -0.05055 1.04227 -6.71005
H 1.28768 1.41205 -4.33060
S -1.48077 -1.64982 5.39062
C -0.83431 -1.36055 3.84645
S -1.67284 -1.89131 2.42117
S 0.66529 -0.51298 3.66357
N 2.60180 -2.87770 5.16338
C 3.48470 -3.41122 4.29892
O 4.51350 -3.99373 4.62906
C 3.10287 -3.18932 2.85907
C 4.06035 -2.79355 1.93155
C 3.63490 -2.35720 0.69278
N 2.34500 -2.29130 0.32314
C 1.46255 -2.76260 1.19089
C 1.77934 -3.22003 2.46210
H 2.83982 -2.91544 6.13997
H 1.90376 -2.18789 4.85805
H 5.10808 -2.78215 2.20319
H 4.35535 -1.99939 -0.03625
H 0.40575 -2.67539 0.96106
H 0.98258 -3.50548 3.13559
C -1.32609 4.23063 5.05427
C -1.11732 3.55310 3.72760
C -0.52519 4.21871 2.65694
C -0.30118 3.53400 1.47428
N -0.63071 2.25671 1.29667
C -1.21026 1.62412 2.31696
C -1.47079 2.22872 3.54131
H -1.07585 5.29134 5.00194
H -0.69708 3.76456 5.81524
H -2.36094 4.13270 5.38593
H -0.22677 5.25753 2.74833
H 0.17036 4.03140 0.63154
H -1.47524 0.58401 2.15889
H -1.89612 1.62071 4.33147
*
```


[2]
Molecular formula: C11H18
Method: DFT, ωB97M-V/def2-TZVPD

Values from the calculation:
Energy relative to the best compared isomer or geometry (same formula, charge and spin) (kJ/mol): 145.5
Structure (SMILES): CCc1ccccc1.CCC
E_tot (eV): -11697.7722

ORCA input file:
```
! RIJCOSX wB97M-V def2-TZVPD def2/J DEFGRID3
* xyz 0 1
C -2.92436 -0.99228 -0.61937
C -2.87121 -1.27178 0.91323
C -1.66665 -1.40133 -1.33987
C -0.44857 -0.72691 -1.16367
C -1.79918 -2.53295 -2.13139
C 0.64178 -1.25545 -1.85700
C -0.77219 -2.92108 -2.98963
C 0.41362 -2.20515 -2.87100
H -3.74107 -1.44803 -1.17822
H -3.19139 0.07657 -0.66801
H -3.91698 -1.20026 1.26092
H -0.23411 0.16367 -0.58068
H -2.72159 -3.10132 -2.08136
H 1.67469 -1.13357 -1.56266
H -0.84291 -3.73191 -3.68583
H 1.19418 -2.50170 -3.56999
H -2.24932 -0.43519 1.19931
H -2.64804 -2.29354 1.19897
C 2.03034 2.82771 2.50721
C 2.25613 3.60664 1.20173
C 2.77039 1.47720 2.40412
H 2.36265 3.49302 3.32655
H 0.98474 2.65108 2.73141
H 1.91660 4.64312 1.30151
H 2.22965 1.07070 1.53573
H 1.55936 3.19796 0.44881
H 3.29844 3.55090 0.89753
H 3.80035 1.54403 2.09071
H 2.89464 0.84983 3.28092
*
```


[3]
Molecular formula: C3H2N3PS
Method: DFT, ωB97M-V/def2-TZVPD

Values from the calculation:
Energy relative to the best compared isomer or geometry (same formula, charge and spin) (kJ/mol): 236.7
E_tot (eV): -27733.0403

ORCA input file:
```
! RIJCOSX wB97M-V def2-TZVPD def2/J DEFGRID3
* xyz 0 1
C 0.50909 0.36939 0.08804
C 1.89210 0.21650 0.08598
C 2.07264 -1.20179 0.01166
N 0.92500 -1.81662 -0.01757
N 4.52027 0.59040 -0.08750
N -0.05379 -0.90167 0.06526
P 5.00395 -0.90303 0.03226
S 3.16415 1.43293 0.00699
H -0.20687 1.25496 0.19629
H -0.93287 -1.27836 -0.24863
*
```


[4]
Molecular formula: C5H5ClN4
Method: DFT, ωB97M-V/def2-TZVPD

Values from the calculation:
Energy relative to the best compared isomer or geometry (same formula, charge and spin) (kJ/mol): 412.2
E_tot (eV): -23743.7901

ORCA input file:
```
! RIJCOSX wB97M-V def2-TZVPD def2/J DEFGRID3
* xyz 0 1
C -0.58774 -2.77024 -0.16470
C -1.52305 -0.84964 -0.03591
C -0.06288 -0.57383 -0.27270
C -2.53206 0.02314 -0.06772
C -1.22165 2.61199 0.13120
N -1.71624 -2.22430 0.03487
N -2.04063 2.10438 -0.63662
N 0.45710 -1.91957 -0.33298
N 0.47338 0.57900 -0.38998
Cl -4.18178 -0.21928 0.11342
H -0.62154 -3.88708 -0.16160
H -0.63513 3.53782 -0.15690
H -1.20538 2.21353 1.09761
H 1.37584 -2.10653 -0.75699
H 1.48446 0.58245 -0.51192
*
```


[5]
Molecular formula: C5H11BF4NO5PS
Method: DFT, ωB97M-V/def2-TZVPD

Values from the calculation:
Energy relative to the best compared isomer or geometry (same formula, charge and spin) (kJ/mol): 618.4
E_tot (eV): -48754.9122

ORCA input file:
```
! RIJCOSX wB97M-V def2-TZVPD def2/J DEFGRID3
* xyz 0 1
C 2.27820 0.19894 1.69190
B 1.10906 0.55068 0.60245
O 1.02460 2.00178 0.20446
N 0.15056 -0.42406 -0.07878
C 0.61195 -0.46285 -1.54845
C -0.35896 -1.33700 -2.53215
O 0.02208 -1.52483 -3.80099
C -1.26361 0.14184 0.07796
O -1.63867 1.13184 -0.94053
C -2.45229 2.22744 -0.39383
F -3.61458 1.70749 0.40519
F -2.97961 3.04814 -1.54672
F -1.72505 3.17126 0.48720
P 0.09748 -2.05204 0.68205
O -1.11613 -3.11823 0.02476
O 1.64784 -2.87952 0.41753
S -0.29346 -1.96596 2.62669
H 2.40919 -0.92644 1.96894
H 2.14804 0.85407 2.68084
H 3.31979 0.54358 1.22154
H 0.93276 2.50488 1.08670
H 0.69386 0.61930 -2.01208
H 1.71386 -0.91504 -1.61285
H -1.41866 -1.76908 -2.19334
H -2.10171 -0.70483 0.03610
H -1.36728 0.60701 1.17143
H -2.01745 -2.95646 0.44164
H 2.30278 -2.18492 0.10556
F 1.88542 3.91301 0.72680
*
```


[6]
Molecular formula: C28H24F40O8
Method: DFT, ωB97M-V/def2-TZVPD

Values from the calculation:
Structure (SMILES): FC(F)C(F)(F)COC(F)(F)C(F)F.FC(F)C(F)(F)COC(F)(F)C(F)F.FC(F)C(F)(F)COC(F)(F)C(F)F.FC(F)C(F)(F)COC(F)(F)C(F)F.FC(F)C(F)(F)COC(F)(F)C(F)F.O=C1OCCO1
E_tot (eV): -154504.0776

ORCA input file:
```
! RIJCOSX wB97M-V def2-TZVPD def2/J DEFGRID3
* xyz 0 1
C -3.24427 -0.78132 -4.50732
C -2.35483 -1.93293 -5.04474
C -1.32906 -2.45060 -3.95060
F -2.02705 -3.20314 -3.09537
F -0.35965 -3.24603 -4.48944
F -3.11523 -2.94064 -5.55613
F -1.54484 -1.41458 -6.04403
O -3.89948 -1.19057 -3.36241
C -5.04589 -0.53049 -3.04123
C -5.36987 -0.76998 -1.60408
F -4.43737 -0.24808 -0.81870
F -6.47090 -0.06872 -1.42235
F -4.96092 0.78424 -3.28459
F -6.01744 -0.99900 -3.78954
H -3.82327 -0.49454 -5.37450
H -2.60383 0.08781 -4.43437
H -0.85836 -1.60753 -3.40504
H -5.52492 -1.87061 -1.34792
C -0.02970 -2.98567 1.87972
C -1.54337 -2.88252 1.58751
C -2.42271 -4.07868 1.65872
F -2.22666 -4.80540 0.57364
F -2.11939 -4.84310 2.71491
F -2.03192 -1.93735 2.42786
F -1.60794 -2.26716 0.31451
O 0.23528 -3.46867 3.16476
C 1.49396 -3.91582 3.38926
C 1.80881 -4.54019 4.77340
F 3.03263 -5.11050 4.84659
F 1.81275 -3.57705 5.69212
F 1.69001 -5.02144 2.48592
F 2.48097 -2.99368 3.01993
H 0.30172 -1.96021 1.64003
H 0.38294 -3.64868 1.14899
H -3.44150 -3.67681 1.71384
H 1.04230 -5.29086 4.97608
C 3.97591 -2.17244 0.38713
C 3.92808 -0.62368 0.27699
C 3.23060 0.21649 1.39296
F 1.91746 0.31599 1.11874
F 3.28719 -0.24255 2.68313
F 5.24825 -0.19729 0.28384
F 3.40036 -0.21737 -0.92346
O 2.76379 -2.70757 -0.09227
C 2.84180 -3.36649 -1.28520
C 1.36154 -3.73880 -1.56509
F 1.38792 -4.29517 -2.73584
F 0.96833 -4.69621 -0.69343
F 3.35403 -2.60438 -2.31333
F 3.68874 -4.43019 -1.18556
H 4.10500 -2.38399 1.49335
H 4.79010 -2.56550 -0.10651
H 3.63317 1.20360 1.39835
H 0.73270 -2.92586 -1.44715
C 0.27401 4.37305 -4.64070
C -0.93278 3.50532 -5.09079
C -2.07622 4.37738 -5.51051
F -2.32138 5.06946 -4.40751
F -1.66294 5.19136 -6.52064
F -0.52914 2.79610 -6.12723
F -1.44386 2.67878 -4.10817
O 1.23811 3.51546 -4.22365
C 2.03441 3.83685 -3.19276
C 2.80586 2.57695 -2.77223
F 3.72677 2.40139 -3.79167
F 3.42215 2.92541 -1.58643
F 2.77122 4.88945 -3.52764
F 1.24858 4.29564 -2.07451
H -0.14600 4.93466 -3.87731
H 0.56697 5.04260 -5.52136
H -2.93045 3.80348 -5.85911
H 2.21139 1.68616 -2.67024
C 0.34549 1.60670 6.67274
C 1.81085 1.36607 6.75641
C 2.66190 2.68008 6.65424
F 2.10757 3.54890 7.58402
F 3.91903 2.47682 6.89294
F 2.06567 0.70681 7.92214
F 2.16287 0.48398 5.74490
O 0.21449 2.13903 5.31232
C -1.05163 2.46350 4.95075
C -0.99416 3.32297 3.63352
F -0.10449 2.85336 2.73319
F -2.21439 3.30830 3.03469
F -1.74032 1.38720 4.58693
F -1.74520 3.06298 5.90276
H 0.03417 2.37610 7.38267
H -0.22287 0.68289 6.76837
H 2.57235 3.04162 5.64533
H -0.84625 4.38401 3.87855
C -0.46460 2.44200 -0.42689
C -1.64637 1.52544 -0.09123
O -1.27047 0.30610 -0.80615
C -0.20876 0.50846 -1.57158
O 0.27714 -0.28008 -2.32804
O 0.41768 1.65940 -1.22407
H 0.21800 2.88644 0.34038
H -0.74220 3.33977 -1.00964
H -2.57984 1.90218 -0.51466
H -1.71835 1.23137 0.95577
*
```